P.
Molecular formula: C4H6N2O
Method: DFT, ωB97M-V/def2-TZVPD

Output
- charge = 0
- structure (SMILES) = Cc1ncc(O)[nH]1
- frontier orbital gap (spin up / spin down) (eV) = 8.10 / 8.10

Last column: Löwdin charge in e.
Atoms and positions in Å:
O: -2.3037 -0.3735 0.7117  -0.040
N: -0.1724 0.6126 0.7414  0.127
N: 0.0573 -0.3414 -1.2620  0.126
C: -1.1882 0.1201 -1.1193  -0.125
C: -1.4482 0.6519 0.1410  -0.300
C: 0.6552 -0.0094 -0.1137  -0.382
C: 2.0828 -0.2930 0.1691  -0.012
H: -1.9794 -0.0680 -1.8360  0.115
H: 2.4330 -1.0216 -0.5649  0.085
H: 2.2154 -0.7024 1.1762  0.083
H: 2.6775 0.6185 0.0772  0.084
H: -3.1667 -0.2898 0.3032  0.078
H: 0.1374 1.0961 1.5762  0.161



Q.
Molecular formula: C4H6N2O
Method: DFT, ωB97M-V/def2-TZVPD

Output
- charge = 0
- structure (SMILES) = Cc1c[nH]c(O)n1
- frontier orbital gap (eV) = 9.01

Last column: Löwdin charge in e.
Atoms and positions in Å:
O: -2.7156 0.8142 -0.0647  0.094
N: -0.3783 0.9604 -0.1989  0.147
N: -1.2951 -1.0516 -0.0235  0.112
C: -1.4840 0.2836 -0.1128  -0.489
C: 2.0337 0.4892 0.0278  -0.053
C: 0.0896 -1.2386 -0.0052  -0.061
C: 0.6268 0.0098 -0.1071  -0.356
H: 2.6957 -0.2780 0.4326  0.072
H: -2.5634 1.7718 -0.0415  0.120
H: 2.4554 0.8640 -0.9085  0.073
H: 0.5268 -2.2242 0.0737  0.109
H: -2.0064 -1.7295 0.2006  0.155
H: 2.0147 1.3287 0.7274  0.075



R.
Molecular formula: C4H6N2O
Method: DFT, ωB97M-V/def2-TZVPD

Output
- charge = 0
- frontier orbital gap (eV) = 10.96

Last column: Löwdin charge in e.
Atoms and positions in Å:
O: 1.6282 0.8517 -0.0689  0.017
N: 1.5542 -1.2477 -1.2269  0.172
N: -1.0735 -1.0025 0.6200  0.105
C: -1.6203 -0.1572 -0.4517  -0.079
C: 0.3848 1.2579 0.5731  -0.057
C: 1.0511 -0.2721 -0.6151  -0.380
C: -0.2693 0.0272 0.0522  -0.430
H: -1.4160 -0.2667 -1.4821  0.107
H: 2.5687 -1.1776 -1.3491  0.068
H: -2.4331 0.4681 -0.0801  0.117
H: 0.0389 2.2074 0.1412  0.132
H: -0.7426 -1.9152 0.3208  0.104
H: 0.4234 1.2766 1.6522  0.125



Which of them is least stable? Easy: R.



P.
Molecular formula: CH4N2S2
Method: DFT, ωB97M-V/def2-TZVPD

Output
- charge = 0
- frontier orbital gap (spin up / spin down) (eV) = 7.44 / 7.07

Last column: Löwdin charge in e.
Atoms and positions in Å:
S: 3.0734 -0.4683 -0.5346  0.586
S: -1.9640 1.4765 0.2082  0.734
N: -0.9197 0.7172 -0.7114  -0.505
N: 1.6864 -1.0838 -0.1579  -0.618
C: 0.5569 -0.7999 0.3666  -0.209
H: -0.0813 1.2410 -1.1352  0.048
H: -0.0910 -1.6343 0.4717  0.064
H: -2.6680 0.4636 0.4435  -0.180
H: 0.4074 0.0879 1.0491  0.080



Q.
Molecular formula: CH4N2S2
Method: DFT, ωB97M-V/def2-TZVPD

Output
- charge = 0
- structure (SMILES) = S/N=C\NS
- frontier orbital gap (eV) = 9.23

Last column: Löwdin charge in e.
Atoms and positions in Å:
S: 2.0412 -1.0452 -0.1652  0.701
S: -1.5901 -0.8489 -0.4653  0.698
N: -0.6525 0.3773 0.2891  -0.450
N: 1.6041 0.5257 -0.5147  -0.404
C: 0.4806 1.0313 -0.2704  -0.417
H: -1.9287 -1.5607 0.6522  -0.132
H: -1.2771 1.1030 0.6295  0.056
H: 0.3279 2.0574 -0.6315  0.118
H: 0.9946 -1.6398 0.4762  -0.170



Which of them is least stable? Easy: P.